Record 1
{"formula": "C6H13MgO4", "method": "ωB97M-V/def2-TZVPD", "total_charge": -1, "spin_multiplicity": 1, "orbital_gap_ev": 3.5, "homo_energy_ha": -0.030, "e_lumo_ev": 2.644, "elements": ["O", "C", "C", "O", "C", "Mg", "H", "H", "H", "H", "H", "H", "H", "O", "C", "O", "C", "C", "H", "H", "H", "H", "H", "H"], "xyz": [[2.774, 0.210, -1.955], [2.301, 1.170, -1.100], [1.934, 0.652, 0.262], [2.736, -0.459, 0.604], [2.404, -1.068, 1.832], [3.501, -1.490, -1.260], [3.015, 2.012, -0.985], [2.022, 1.423, 1.044], [3.083, -1.919, 1.975], [2.530, -0.360, 2.665], [1.365, -1.434, 1.805], [1.218, 1.655, -1.497], [0.700, 0.493, 0.225], [-0.760, 1.896, -1.477], [-3.775, -1.268, 0.318], [-2.975, -0.113, 0.399], [-2.334, 0.209, -0.801], [-1.350, 1.322, -0.547], [-4.213, -1.448, 1.307], [-4.583, -1.135, -0.418], [-3.167, -2.143, 0.025], [-3.059, 0.535, -1.571], [-1.778, -0.655, -1.215], [-1.590, 1.915, 0.364]], "mulliken_charge": [-0.334, 0.080, -0.006, 0.482, -0.852, -1.351, 0.223, 0.272, 0.273, 0.231, 0.248, 0.050, -0.262, -0.529, -0.682, -0.310, -0.248, -0.095, 0.238, 0.278, 0.314, 0.338, 0.303, 0.340]}

***

Record 2
{"formula": "C30H75BrNO19S2", "method": "ωB97M-V/def2-TZVPD", "total_charge": -1, "spin_multiplicity": 1, "orbital_gap_ev": 8.6, "homo_energy_ha": -0.246, "e_lumo_ev": 1.914, "elements": ["O", "S", "O", "Br", "N", "S", "O", "O", "C", "C", "O", "H", "H", "H", "H", "H", "C", "O", "C", "C", "O", "C", "H", "H", "H", "H", "H", "H", "H", "H", "H", "H", "C", "O", "C", "C", "O", "C", "H", "H", "H", "H", "H", "H", "H", "H", "H", "H", "C", "O", "C", "C", "O", "C", "H", "H", "H", "H", "H", "H", "H", "H", "H", "H", "C", "O", "C", "C", "O", "C", "H", "H", "H", "H", "H", "H", "H", "H", "H", "H", "C", "O", "C", "C", "O", "C", "H", "H", "H", "H", "H", "H", "H", "H", "H", "H", "C", "O", "C", "C", "O", "C", "H", "H", "H", "H", "H", "H", "H", "H", "H", "H", "C", "O", "C", "C", "O", "C", "H", "H", "H", "H", "H", "H", "H", "H", "H", "H"], "xyz": [[-2.017, -2.527, 1.353], [-2.482, -1.198, 1.449], [-3.046, -0.947, 2.731], [-0.659, 0.042, 1.145], [-3.436, -0.974, 0.204], [-4.375, 0.346, 0.250], [-3.718, 1.552, 0.636], [-4.944, 0.446, -1.050], [-5.791, 0.098, 1.306], [-6.371, -1.247, 1.022], [-7.419, -1.458, 1.962], [-5.530, 0.173, 2.346], [-6.492, 0.878, 1.089], [-6.741, -1.299, 0.012], [-5.616, -2.008, 1.122], [-7.856, -2.281, 1.719], [2.115, 3.474, 0.290], [2.158, 2.378, -0.606], [1.030, 2.331, -1.472], [1.377, 2.817, -2.858], [1.675, 4.208, -2.869], [3.059, 4.473, -2.944], [3.080, 3.534, 0.794], [1.934, 4.416, -0.233], [1.334, 3.316, 1.042], [0.200, 2.907, -1.057], [0.714, 1.286, -1.534], [0.512, 2.666, -3.510], [2.215, 2.242, -3.267], [3.445, 4.218, -3.939], [3.617, 3.919, -2.183], [3.203, 5.540, -2.776], [-2.930, -7.333, 1.878], [-2.615, -6.618, 3.053], [-2.794, -5.208, 2.906], [-4.062, -4.736, 3.570], [-5.226, -5.223, 2.904], [-5.837, -6.298, 3.581], [-2.931, -8.395, 2.125], [-3.916, -7.059, 1.492], [-2.175, -7.153, 1.104], [-2.785, -4.918, 1.855], [-1.946, -4.722, 3.393], [-4.093, -3.643, 3.519], [-4.074, -5.031, 4.625], [-6.314, -5.951, 4.506], [-5.116, -7.086, 3.819], [-6.604, -6.710, 2.925], [-6.616, 2.374, 4.249], [-7.410, 2.523, 3.088], [-8.749, 2.866, 3.376], [-9.009, 4.331, 3.121], [-8.312, 5.156, 4.042], [-7.151, 5.745, 3.486], [-5.580, 2.280, 3.927], [-6.706, 3.243, 4.909], [-6.905, 1.470, 4.787], [-9.006, 2.603, 4.407], [-9.386, 2.275, 2.709], [-10.079, 4.532, 3.255], [-8.741, 4.589, 2.093], [-7.424, 6.515, 2.756], [-6.512, 4.999, 3.008], [-6.597, 6.213, 4.298], [6.060, -1.346, -6.131], [6.390, -0.693, -4.916], [6.170, 0.707, -4.965], [4.905, 1.100, -4.241], [3.750, 0.624, -4.912], [3.179, -0.517, -4.294], [6.096, -2.420, -5.955], [5.056, -1.079, -6.469], [6.791, -1.090, -6.904], [6.141, 1.060, -6.001], [7.021, 1.185, -4.466], [4.835, 2.193, -4.217], [4.927, 0.741, -3.209], [2.710, -0.243, -3.342], [3.926, -1.295, -4.121], [2.413, -0.906, -4.961], [9.417, 0.121, -7.399], [8.377, 0.386, -8.327], [8.149, 1.774, -8.509], [8.739, 2.268, -9.807], [10.158, 2.227, -9.786], [10.694, 1.134, -10.507], [9.643, -0.943, -7.439], [10.322, 0.683, -7.641], [9.089, 0.372, -6.384], [8.546, 2.348, -7.666], [7.064, 1.923, -8.538], [8.449, 3.314, -9.953], [8.348, 1.687, -10.647], [10.555, 1.281, -11.584], [10.234, 0.190, -10.205], [11.760, 1.089, -10.294], [-6.055, -2.340, 8.784], [-6.055, -3.422, 7.875], [-7.166, -3.406, 6.991], [-6.783, -2.909, 5.618], [-6.439, -1.537, 5.641], [-5.038, -1.307, 5.586], [-5.095, -2.340, 9.298], [-6.180, -1.384, 8.270], [-6.852, -2.463, 9.528], [-7.978, -2.798, 7.401], [-7.524, -4.438, 6.906], [-7.645, -3.013, 4.949], [-5.965, -3.507, 5.208], [-4.650, -1.557, 4.595], [-4.506, -1.886, 6.346], [-4.865, -0.250, 5.769], [6.413, 0.167, -0.658], [5.801, 1.263, -0.012], [4.940, 0.880, 1.050], [5.580, 1.120, 2.395], [6.682, 0.248, 2.618], [7.933, 0.878, 2.440], [7.166, 0.563, -1.339], [6.900, -0.511, 0.048], [5.662, -0.380, -1.239], [4.636, -0.165, 0.951], [4.044, 1.498, 0.970], [4.844, 0.912, 3.178], [5.891, 2.164, 2.488], [8.124, 1.588, 3.253], [7.987, 1.401, 1.481], [8.700, 0.106, 2.463]], "mulliken_charge": [-0.605, 0.799, -0.532, -0.184, -0.446, 1.377, -0.672, -0.798, -0.124, -0.613, -0.487, -0.079, 0.386, 0.407, 0.265, 0.274, -0.909, -0.046, -0.641, -0.039, -0.420, -0.618, 0.242, 0.385, 0.252, 0.393, 0.367, 0.381, -0.078, 0.284, 0.208, 0.294, -0.695, -0.446, -0.722, 0.239, -0.344, -0.616, 0.248, 0.290, 0.331, 0.413, 0.384, -0.196, 0.370, 0.147, 0.329, 0.252, -0.902, -0.177, -0.590, -0.564, -0.380, -0.657, 0.264, 0.456, 0.311, 0.360, 0.371, 0.373, 0.322, 0.328, 0.256, 0.238, -0.466, -0.351, -0.495, -0.087, -0.461, -0.612, 0.268, 0.299, 0.064, 0.118, 0.405, 0.184, 0.275, 0.222, 0.330, 0.241, -0.819, -0.364, -0.366, -0.742, -0.368, -0.678, 0.246, 0.456, 0.276, 0.372, 0.374, 0.388, 0.360, 0.325, 0.281, 0.240, -0.681, -0.375, -0.693, 0.202, -0.341, -0.493, 0.240, 0.266, 0.321, 0.341, 0.399, 0.363, -0.207, -0.018, 0.374, 0.340, -0.753, -0.390, 0.075, -0.668, -0.362, -0.680, 0.223, 0.365, 0.356, 0.359, -0.056, 0.371, 0.351, 0.324, 0.272, 0.242]}

***

Record 3
{"formula": "C7H8", "method": "ωB97M-V/def2-TZVPD", "spin_multiplicity": 1, "orbital_gap_ev": 8.6, "homo_energy_ha": -0.297, "e_lumo_ev": 0.488, "e_above_lowest_kcal_mol": 65.9, "elements": ["C", "C", "C", "C", "C", "C", "C", "H", "H", "H", "H", "H", "H", "H", "H"], "xyz": [[1.315, -1.797, 0.115], [0.293, -0.896, 0.023], [-1.074, -1.188, -0.147], [-1.879, -0.065, -0.210], [-0.979, 1.090, 0.166], [0.434, 0.622, -0.015], [1.365, 1.521, -0.173], [2.295, -1.551, 0.339], [1.061, -2.904, 0.221], [-1.290, -2.230, 0.018], [-2.881, 0.009, -0.422], [-1.373, 1.992, -0.370], [-0.972, 1.465, 1.152], [1.241, 2.636, -0.264], [2.444, 1.297, -0.435]], "mulliken_charge": [-1.132, 0.739, -0.447, -0.567, -0.772, 0.471, -0.826, 0.350, 0.225, 0.323, 0.517, 0.301, 0.302, 0.271, 0.245]}

***

Record 4
{"formula": "C46H46MnN2P2STe", "method": "ωB97M-V/def2-TZVPD", "total_charge": 4, "spin_multiplicity": 4, "orbital_gap_ev": [6.0, 5.9], "homo_energy_ha": [-0.684, -0.685], "e_lumo_ev": [-12.604, -12.746], "elements": ["Mn", "C", "N", "C", "P", "C", "C", "C", "C", "C", "C", "C", "C", "C", "C", "C", "C", "C", "C", "C", "C", "C", "C", "P", "C", "C", "C", "C", "C", "C", "C", "C", "C", "C", "C", "C", "H", "H", "H", "H", "H", "H", "H", "H", "H", "H", "H", "H", "H", "H", "H", "H", "H", "H", "H", "H", "H", "H", "H", "H", "H", "H", "H", "H", "H", "C", "Te", "C", "H", "H", "H", "H", "H", "H", "N", "S", "C", "C", "C", "C", "C", "C", "C", "C", "C", "C", "C", "C", "H", "H", "H", "H", "H", "H", "H", "H", "H", "H", "H"], "xyz": [[0.927, 1.203, 0.307], [-2.100, -0.173, -0.368], [-2.421, -0.724, 0.951], [-1.488, -0.447, 2.043], [0.287, -0.677, 1.555], [1.160, -0.807, 3.112], [2.408, -1.434, 3.110], [3.142, -1.506, 4.283], [2.636, -0.963, 5.457], [1.389, -0.349, 5.467], [0.650, -0.265, 4.297], [0.354, -2.266, 0.733], [0.909, -2.411, -0.533], [1.015, -3.674, -1.101], [0.553, -4.784, -0.409], [-0.012, -4.641, 0.855], [-0.107, -3.388, 1.434], [-3.533, -1.479, 1.141], [-4.255, -2.005, 0.020], [-5.375, -2.763, 0.219], [-5.835, -3.018, 1.523], [-5.147, -2.505, 2.636], [-4.017, -1.757, 2.462], [-1.305, 1.499, -0.338], [-1.369, 2.028, -2.048], [-1.010, 1.144, -3.071], [-1.087, 1.556, -4.388], [-1.496, 2.852, -4.691], [-1.836, 3.735, -3.677], [-1.781, 3.328, -2.353], [-2.347, 2.563, 0.653], [-3.706, 2.274, 0.815], [-4.530, 3.173, 1.473], [-4.011, 4.367, 1.959], [-2.666, 4.671, 1.782], [-1.837, 3.770, 1.135], [-3.013, -0.069, -0.952], [-1.426, -0.849, -0.906], [-1.661, -1.155, 2.850], [-1.645, 0.567, 2.426], [2.795, -1.890, 2.206], [4.103, -2.003, 4.290], [3.207, -1.035, 6.373], [0.988, 0.044, 6.392], [-0.330, 0.196, 4.332], [1.286, -1.546, -1.060], [1.473, -3.798, -2.074], [0.643, -5.769, -0.846], [-0.356, -5.513, 1.394], [-0.501, -3.299, 2.439], [-3.886, -1.859, -0.983], [-5.904, -3.183, -0.625], [-6.727, -3.613, 1.670], [-5.528, -2.690, 3.630], [-3.533, -1.325, 3.323], [-0.669, 0.138, -2.858], [-0.832, 0.868, -5.182], [-1.561, 3.169, -5.723], [-2.161, 4.738, -3.917], [-2.087, 4.013, -1.575], [-4.144, 1.371, 0.409], [-5.581, 2.953, 1.594], [-4.661, 5.070, 2.462], [-2.275, 5.614, 2.138], [-0.795, 4.026, 0.968], [1.935, 4.555, 1.553], [1.645, 2.619, 2.390], [0.262, 3.251, 3.868], [0.998, 5.104, 1.581], [2.307, 4.474, 0.535], [2.684, 5.032, 2.180], [0.692, 4.174, 4.252], [0.238, 2.499, 4.648], [-0.715, 3.425, 3.427], [2.047, 0.947, -1.161], [3.237, 0.476, -2.239], [2.551, 0.062, -3.795], [1.683, -1.011, -4.013], [1.296, -1.294, -5.307], [1.777, -0.523, -6.368], [2.630, 0.544, -6.141], [3.028, 0.844, -4.844], [3.908, -1.015, -1.541], [4.382, -1.998, -2.404], [5.064, -3.081, -1.865], [5.274, -3.165, -0.497], [4.824, -2.154, 0.344], [4.143, -1.064, -0.172], [2.147, 1.984, -1.164], [1.344, -1.631, -3.194], [0.640, -2.131, -5.506], [1.486, -0.770, -7.381], [3.008, 1.128, -6.968], [3.720, 1.655, -4.657], [4.248, -1.925, -3.473], [5.448, -3.848, -2.522], [5.820, -4.004, -0.088], [5.037, -2.201, 1.403], [3.830, -0.257, 0.480]], "mulliken_spin": [2.545, -0.048, 0.316, -0.021, -0.170, -0.015, -0.021, 0.007, -0.015, 0.003, -0.016, -0.043, -0.011, -0.003, 0.001, -0.002, -0.004, 0.152, 0.129, 0.006, 0.243, 0.005, 0.143, -0.106, -0.032, -0.014, 0.006, -0.016, 0.005, -0.017, 0.016, -0.008, -0.002, -0.002, 0.002, -0.016, 0.004, -0.014, 0.011, 0.002, -0.003, 0.000, 0.000, 0.000, 0.000, 0.050, 0.000, 0.000, 0.000, -0.001, 0.002, 0.003, -0.001, 0.003, -0.001, -0.009, 0.000, 0.000, 0.000, -0.001, 0.004, -0.001, 0.000, 0.000, 0.016, 0.013, -0.176, 0.015, 0.002, 0.001, -0.012, -0.004, 0.002, -0.002, 0.041, 0.025, -0.005, 0.003, 0.000, 0.002, -0.001, 0.003, -0.005, -0.003, 0.000, -0.001, 0.008, 0.010, 0.025, 0.001, 0.000, 0.000, 0.000, 0.000, 0.000, 0.000, 0.000, 0.000, 0.001]}

***

Record 5
{"formula": "CH2N3O3S", "method": "ωB97M-V/def2-TZVPD", "total_charge": -1, "spin_multiplicity": 1, "orbital_gap_ev": [9.1, 9.1], "homo_energy_ha": [-0.187, -0.187], "e_lumo_ev": [3.984, 3.984], "e_above_lowest_kcal_mol": 105.6, "elements": ["C", "N", "N", "N", "O", "O", "O", "S", "H", "H"], "xyz": [[-1.126, -0.421, 1.504], [0.059, 0.121, 1.668], [0.639, -0.996, 1.073], [-0.730, -1.575, 0.881], [-0.694, 0.158, -1.149], [2.262, 0.284, -1.013], [0.655, -1.892, -1.398], [0.257, -0.785, -0.588], [-2.072, -0.111, 1.496], [2.884, -0.503, -0.778]], "mulliken_charge": [0.180, -0.643, 0.202, -0.548, -0.541, -0.817, -0.535, 1.052, 0.404, 0.247]}

***

Record 6
{"formula": "C33H25F3N3O6S", "method": "ωB97M-V/def2-TZVPD", "total_charge": 1, "spin_multiplicity": 1, "orbital_gap_ev": 4.0, "homo_energy_ha": -0.394, "e_lumo_ev": -6.764, "elements": ["O", "S", "O", "N", "C", "N", "C", "C", "C", "N", "C", "F", "F", "F", "H", "H", "H", "H", "H", "H", "H", "H", "H", "C", "C", "C", "C", "C", "C", "C", "O", "C", "C", "C", "C", "C", "C", "C", "O", "H", "H", "H", "H", "H", "H", "H", "H", "C", "C", "C", "C", "C", "C", "C", "O", "C", "C", "C", "C", "C", "C", "C", "O", "H", "H", "H", "H", "H", "H", "H", "H"], "xyz": [[-8.366, -6.482, -2.576], [-7.425, -5.889, -3.696], [-8.235, -4.699, -4.313], [-6.005, -5.289, -2.875], [-4.763, -5.803, -3.224], [-3.994, -5.061, -4.304], [-2.576, -5.624, -4.381], [-2.069, -5.743, -2.794], [-2.852, -7.099, -2.208], [-4.329, -7.077, -2.532], [-7.116, -7.289, -4.902], [-6.002, -7.069, -5.852], [-8.363, -7.391, -5.749], [-7.034, -8.552, -4.126], [-6.027, -4.576, -2.094], [-3.859, -4.061, -4.006], [-1.848, -4.999, -5.051], [-2.701, -6.752, -4.741], [-2.344, -4.769, -2.183], [-0.919, -5.931, -2.691], [-2.376, -8.002, -2.827], [-2.597, -7.299, -1.081], [-4.613, -7.864, -3.172], [1.922, -1.982, -3.609], [3.111, -1.407, -3.162], [3.147, -0.739, -1.937], [1.986, -0.635, -1.162], [0.791, -1.188, -1.620], [0.762, -1.874, -2.841], [-0.451, -1.042, -0.834], [-1.500, -1.531, -1.234], [-0.412, -0.290, 0.436], [-1.594, -0.094, 1.163], [-1.564, 0.605, 2.372], [-0.355, 1.100, 2.862], [0.822, 0.910, 2.138], [0.792, 0.222, 0.917], [2.037, 0.058, 0.141], [3.098, 0.497, 0.569], [1.897, -2.511, -4.559], [4.013, -1.481, -3.766], [4.080, -0.297, -1.592], [-0.164, -2.321, -3.199], [-2.541, -0.479, 0.789], [-2.483, 0.761, 2.932], [-0.331, 1.637, 3.807], [1.761, 1.304, 2.524], [3.044, 9.406, 5.966], [1.801, 8.777, 6.033], [1.591, 7.573, 5.359], [2.623, 7.001, 4.606], [3.858, 7.642, 4.519], [4.073, 8.842, 5.210], [4.938, 7.074, 3.687], [6.025, 7.635, 3.612], [4.688, 5.826, 2.939], [5.683, 5.307, 2.101], [5.459, 4.120, 1.400], [4.247, 3.444, 1.542], [3.252, 3.961, 2.372], [3.469, 5.160, 3.064], [2.397, 5.718, 3.911], [1.330, 5.127, 4.032], [3.212, 10.340, 6.498], [0.996, 9.223, 6.612], [0.619, 7.085, 5.421], [5.039, 9.341, 5.157], [6.633, 5.827, 1.987], [6.232, 3.722, 0.746], [4.075, 2.515, 1.002], [2.307, 3.431, 2.473]], "mulliken_charge": [-0.519, 0.968, -0.509, 0.026, -0.266, -0.072, -0.488, -0.491, -0.596, -0.132, 0.645, -0.182, -0.169, -0.173, 0.300, 0.334, 0.350, 0.281, 0.303, 0.343, 0.339, 0.336, 0.372, -0.516, -0.510, -0.599, 0.389, 0.222, -0.567, 0.581, -0.763, 0.292, -0.617, -0.511, -0.596, -0.685, 0.329, 0.508, -0.696, 0.383, 0.404, 0.468, 0.493, 0.429, 0.398, 0.441, 0.673, -0.470, -0.481, -0.496, 0.189, 0.117, -0.548, 0.659, -0.670, 0.281, -0.573, -0.695, 0.018, -0.891, 0.092, 0.565, -0.698, 0.393, 0.396, 0.437, 0.455, 0.460, 0.397, 0.468, 0.645]}